Record 1
{
  "formula": "C16H18N2O4",
  "method": "ωB97M-V/def2-TZVPD",
  "symbols": ["C", "C", "C", "C", "C", "C", "C", "H", "H", "C", "N", "C", "O", "C", "H", "H", "O", "C", "O", "C", "C", "O", "N", "C", "C", "H", "H", "H", "C", "H", "H", "H", "H", "H", "H", "H", "H", "H", "H", "H"],
  "xyz": [[-5.4864, 1.3964, 3.5772], [-4.7565, 1.5625, 2.3463], [-5.1486, 2.3768, 1.4196], [-4.2556, 2.5799, 0.1766], [-3.0776, 1.8514, -0.1280], [-2.5288, 1.0826, 1.0228], [-3.2579, 0.9891, 2.1253], [-3.1230, 0.0306, 2.9461], [-1.6498, 0.3858, 0.9937], [-2.1483, 2.1208, -1.1617], [-1.5894, 0.7399, -1.4876], [-0.3032, 0.3196, -1.6745], [0.4852, 1.2118, -1.6264], [-0.1068, -0.9551, -2.0846], [-0.2269, -1.1224, -3.3322], [-0.6971, -1.5563, -1.7054], [1.2070, -1.1848, -1.9779], [1.5255, -1.3917, -0.5632], [0.4631, -1.6172, 0.3821], [2.9696, -1.4428, -0.1881], [3.8935, -0.9508, -1.0087], [5.2285, -1.0381, -0.2328], [4.8898, -1.8819, 0.8594], [3.7143, -2.0353, 0.9136], [2.9049, -3.2518, 1.9526], [2.0239, -2.4896, 2.3087], [2.6980, -3.8700, 1.3075], [3.6855, -3.2074, 2.8192], [3.9644, 0.0998, -2.1569], [2.9710, 0.7573, -2.0872], [3.7296, -0.6575, -2.9703], [4.7307, 0.5077, -2.2728], [-2.3831, 0.1434, -1.7852], [-1.1963, 2.6764, -0.9849], [-2.6166, 2.6701, -1.9639], [-4.5242, 3.2130, -0.3670], [-6.0286, 2.7743, 1.3439], [-6.3976, 1.7761, 3.4385], [-5.1032, 1.9362, 4.3905], [-5.2801, 0.2602, 4.0098]],
  "mulliken_charge": [-1.4926, 0.9400, -0.8318, -1.3099, 0.5591, 0.1622, -0.5486, 0.0307, 0.2546, -0.7749, -0.2874, 0.7316, -0.6390, -0.6826, 0.2639, 0.6132, -0.2099, 0.8795, -0.6311, 0.5116, 0.1126, -0.2474, -0.4419, -0.1175, -0.9910, 0.2202, 0.5318, 0.3011, -1.2427, 0.1281, 0.2677, 0.7044, 0.2593, 0.2751, 0.3311, 0.8259, 0.5078, 0.4535, 0.3182, 0.2655]
}

---

Record 2
{
  "formula": "C4H12NO3",
  "method": "ωB97M-V/def2-TZVPD",
  "symbols": ["C", "C", "C", "O", "N", "C", "O", "H", "H", "H", "H", "H", "H", "H", "H", "H", "H", "H", "H", "O"],
  "xyz": [[1.0722, 1.6538, 0.5404], [0.5966, 0.3640, 1.1980], [-0.6534, 0.5727, 2.0157], [-0.8437, -0.5372, 2.8968], [0.3573, -0.7874, 0.3317], [-0.5575, -0.5210, -0.8920], [0.0982, -0.7524, -2.0441], [0.2690, 2.1468, -0.0211], [1.9326, 1.4973, -0.0860], [1.3483, 2.3585, 1.3302], [1.3687, 0.0811, 1.9088], [-0.6339, 1.4504, 2.6654], [-1.5189, 0.6710, 1.3453], [-0.7451, -1.3144, 2.3192], [1.2362, -1.0214, -0.1223], [-1.3998, -1.1926, -0.7027], [-0.8367, 0.5494, -0.8613], [-0.3192, -1.6967, -3.1374], [-0.2507, -1.3944, -4.6220], [-0.5203, -2.1274, -4.0626]],
  "mulliken_charge": [-1.4402, 0.3760, -0.6695, -0.5779, -0.4806, -0.1205, -0.9245, 0.3019, 0.3637, 0.4516, 0.2555, 0.3582, 0.2435, 0.3778, 0.2323, 0.2349, 0.0415, 0.5048, 0.2363, -0.7648],
  "total_charge": -1
}

---

Which molar mass belongs to each record? In order, 302.33, 122.14 g mol⁻¹.
Which LUMO level belongs to each record? In order, -0.36, 3.74 eV.